ORCA calculation (wB97M-V/def2-TZVPD) on a molecular structure, C27H51Cl3IrN3O2Si3 at a distorted geometry.

Results
- charge = +2
- HOMO level (spin up / spin down) (eV) = -12.881 / -12.881
- multiplicity = 1
- DFT total energy (a.u.) = -3727.089519

Last column: Löwdin charge in e.
Positions of all 90 atoms, in Å:
Ir  0.046  -1.617  -1.875  1.054
C  -1.430  -4.393  -2.120  -0.037
O  -1.367  -2.978  -2.412  -0.455
Si  -2.657  -1.935  -2.930  0.399
C  -4.088  -2.209  -1.792  -0.130
C  -3.189  -2.210  -4.677  -0.125
C  -1.532  -0.481  -2.604  -0.512
Si  -0.424  0.091  -4.027  0.382
C  -1.339  0.959  -5.386  -0.131
C  0.444  -1.527  -4.542  -0.169
C  0.921  1.233  -3.399  -0.183
Si  -2.340  0.900  -1.540  0.443
C  -2.940  0.234  0.116  -0.156
C  -1.203  2.336  -1.178  -0.176
C  -3.789  1.521  -2.542  -0.146
H  -1.691  -4.912  -3.041  0.111
H  -2.181  -4.577  -1.353  0.096
H  -0.452  -4.723  -1.780  0.097
H  -4.649  -3.093  -2.106  0.059
H  -4.781  -1.367  -1.828  0.047
H  -3.793  -2.349  -0.751  0.040
H  -3.834  -3.088  -4.760  0.055
H  -2.372  -2.328  -5.388  0.035
H  -3.786  -1.349  -4.991  0.058
H  -2.054  0.323  -5.909  0.039
H  -0.627  1.336  -6.124  0.057
H  -1.873  1.818  -4.981  0.036
H  -0.134  -2.036  -5.316  0.056
H  0.603  -2.340  -3.800  -0.002
H  1.436  -1.287  -4.925  0.041
H  0.563  2.260  -3.346  0.038
H  1.751  1.211  -4.108  0.028
H  1.341  0.993  -2.417  0.008
H  -2.535  -0.741  0.381  -0.003
H  -4.027  0.138  0.136  0.049
H  -2.670  0.936  0.909  0.037
H  -0.235  2.062  -0.753  0.026
H  -1.706  2.965  -0.438  0.035
H  -1.015  2.962  -2.050  0.045
H  -4.496  0.738  -2.822  0.032
H  -3.477  2.028  -3.455  0.030
H  -4.338  2.248  -1.939  0.057
Cl  4.139  -0.532  -3.652  0.654
C  3.638  -1.969  -2.830  -0.883
Cl  2.511  -1.628  -1.420  0.601
H  4.484  -2.444  -2.345  0.047
H  3.104  -2.644  -3.489  0.034
C  2.552  -1.958  2.969  -0.037
C  2.313  -0.971  4.127  -0.503
C  3.689  -0.513  4.632  -0.035
C  1.610  -1.731  5.258  -0.030
C  1.479  0.277  3.664  -0.415
O  2.007  0.797  2.439  -0.026
C  1.456  1.380  4.744  -0.100
C  0.606  2.631  4.467  -0.125
C  0.923  3.375  3.193  -0.234
C  -0.067  3.616  2.250  -0.041
C  0.214  4.277  1.060  -0.121
C  1.506  4.699  0.812  -0.665
Cl  1.875  5.494  -0.686  0.681
C  2.508  4.505  1.753  -0.085
C  2.207  3.853  2.936  -0.037
C  0.016  -0.026  3.310  -0.006
N  -0.153  -0.856  2.113  -0.053
C  0.241  -0.578  0.888  -0.122
N  -0.101  -1.606  0.101  -0.130
C  -0.740  -2.484  0.936  -0.157
N  -0.773  -2.053  2.163  0.172
H  3.346  -2.650  3.250  0.094
H  2.869  -1.448  2.058  0.073
H  1.673  -2.568  2.758  0.068
H  4.313  -1.388  4.812  0.095
H  3.628  0.034  5.572  0.091
H  4.225  0.110  3.909  0.093
H  2.269  -2.522  5.621  0.100
H  0.692  -2.215  4.919  0.082
H  1.375  -1.097  6.112  0.088
H  2.893  1.142  2.596  0.107
H  2.487  1.690  4.915  0.114
H  1.109  0.947  5.683  0.127
H  0.752  3.306  5.315  0.134
H  -0.458  2.385  4.483  0.110
H  -1.083  3.288  2.446  0.115
H  -0.565  4.476  0.336  0.088
H  3.507  4.871  1.558  0.113
H  2.993  3.721  3.672  0.125
H  -0.489  0.913  3.094  0.119
H  -0.506  -0.535  4.115  0.147
H  0.783  0.312  0.617  0.144
H  -1.136  -3.434  0.623  0.127

Force components x, y, z for each atom (eV/Å):
Ir 1.27 -1.11 -1.05
C 0.12 0.05 0.14
O -0.21 0.02 0.12
Si -0.48 0.60 -0.02
C 0.05 -0.22 0.06
C 0.11 -0.29 -0.02
C -0.19 0.37 0.11
Si -0.31 0.54 0.34
C 0.12 -0.25 -0.27
C 0.00 0.03 0.21
C 0.03 -0.03 0.00
Si 0.08 -0.12 0.04
C -0.03 0.00 0.01
C -0.02 -0.06 -0.09
C -0.02 -0.02 -0.03
H -0.01 0.00 0.01
H -0.01 0.00 -0.01
H 0.01 0.00 -0.02
H 0.00 0.01 0.00
H -0.01 0.02 -0.02
H 0.00 0.04 0.01
H 0.00 0.02 -0.01
H -0.01 0.05 -0.02
H -0.01 0.03 0.02
H -0.03 0.02 0.02
H -0.02 0.00 -0.01
H 0.02 0.01 0.03
H -0.03 -0.02 0.03
H 0.09 -0.08 0.05
H 0.01 0.00 -0.03
H 0.01 0.01 -0.01
H 0.02 0.02 -0.02
H -0.01 -0.01 -0.01
H 0.00 -0.01 0.03
H -0.01 0.01 -0.01
H 0.00 0.00 0.00
H -0.03 0.01 0.02
H -0.05 -0.12 -0.07
H -0.01 0.01 -0.01
H -0.02 -0.01 0.01
H 0.00 0.02 0.00
H -0.01 0.00 -0.01
Cl -0.08 0.02 0.01
C 0.03 -0.03 -0.01
Cl 0.00 0.23 0.25
H -0.01 -0.04 -0.01
H -0.01 0.01 0.00
C -0.01 0.05 -0.01
C -0.04 -0.02 0.00
C 0.02 0.02 0.02
C 0.01 -0.02 -0.01
C -0.06 -0.01 0.02
O 0.12 -0.10 -0.03
C -0.03 0.00 -0.07
C 0.01 0.05 0.03
C -0.01 0.01 0.03
C 0.02 -0.06 -0.08
C 0.01 0.10 0.07
C 0.02 0.00 0.00
Cl -0.01 -0.02 -0.01
C -0.01 -0.03 -0.01
C 0.00 0.03 0.02
C 0.00 0.00 -0.02
N 0.04 -0.03 0.09
C 0.09 -0.09 -0.05
N -0.60 0.21 0.14
C 0.13 -0.07 -0.04
N 0.00 0.02 0.00
H -0.02 -0.02 0.02
H 0.02 0.00 0.01
H -0.06 0.01 -0.03
H 0.00 0.00 0.01
H -0.01 0.00 0.00
H -0.01 0.00 -0.01
H 0.00 -0.01 -0.01
H -0.01 0.01 0.00
H 0.01 0.01 0.01
H -0.03 0.08 0.03
H 0.01 0.02 -0.02
H 0.06 -0.01 0.02
H 0.02 -0.03 0.01
H 0.00 0.03 0.03
H -0.02 0.03 0.02
H 0.11 0.08 0.09
H 0.00 0.01 0.01
H -0.01 0.00 0.01
H 0.00 -0.03 0.01
H 0.00 -0.02 -0.01
H -0.06 0.02 -0.02
H -0.03 0.02 0.01